# 1
13
Properties=species:S:1:pos:R:3:forces:R:3 method="wB97M-V/def2-TZVPD" max_force_ev_per_a=8.9 spin_multiplicity=3 e_lumo_ev="-3.012 / -8.038" charge=+1 e_above_lowest_ev=3.962 gap_ha="0.28412 / 0.24905"
C -0.4830 0.3209 -1.6895 3.470 -5.273 -2.826
C 0.5432 0.2555 1.3557 -2.156 0.699 0.878
N -1.5224 0.7881 -1.8584 -6.865 5.579 -1.353
N 0.5262 -0.2022 -1.1478 -0.242 2.471 2.052
N -0.7007 -0.2776 1.5882 1.153 -0.122 -1.403
O 1.1455 -1.3543 -1.3579 -4.032 -1.012 -1.761
O 0.9491 0.5654 -0.1382 1.605 0.095 1.093
H 2.0057 -1.2484 -1.1036 4.361 0.516 1.388
H 1.2579 -0.3918 1.6532 2.625 -2.314 0.318
H 0.7468 1.1863 1.8243 -0.211 0.959 0.110
H -2.2121 1.3987 -2.3873 1.336 -1.801 1.043
H -1.4474 0.1437 2.0910 -0.425 0.538 -0.158
H -0.8089 -1.1844 1.1703 -0.619 -0.335 0.617

# 2
100
Properties=species:S:1:pos:R:3:forces:R:3 method="wB97M-V/def2-TZVPD" max_force_ev_per_a=2.8 spin_multiplicity=1 e_lumo_ev=3.345 charge=-2 e_above_lowest_ev=0.000 gap_ha=0.21650
Rb -0.5753 0.6656 0.8178 -0.219 -0.102 0.176
I 0.6481 2.2217 9.2263 -0.009 0.021 -0.308
C -0.0364 1.8690 7.2351 0.470 0.829 0.843
C 0.2319 2.8316 6.2472 -0.320 -0.045 1.017
C -0.3078 2.5849 5.0095 -0.553 -0.328 -0.170
I 0.1501 3.8361 3.4197 0.004 0.119 -0.171
C -1.1906 1.4684 4.7225 0.518 0.412 -0.115
O -1.7208 1.3041 3.5852 0.158 0.135 0.180
C -1.3403 0.5168 5.7974 0.090 -0.649 -1.318
C -2.0348 -0.7941 5.4456 -0.869 2.384 -1.076
N -1.7624 -1.3353 4.1014 0.762 1.450 1.567
C -2.5841 -2.4543 3.8674 -0.232 -1.662 -0.454
C -2.8014 -2.5760 2.3770 0.110 0.262 1.027
C -2.3689 -3.6626 1.6430 0.263 -0.162 0.752
C -2.4083 -3.5575 0.2816 -0.389 0.272 -0.780
C -2.9754 -2.4343 -0.3025 0.035 0.941 -0.257
C -3.3768 -1.3758 0.5262 -0.608 -0.678 -0.341
N -3.2993 -1.4628 1.8597 -0.117 0.395 -1.073
C -0.7888 0.7189 7.0361 0.530 0.540 -0.529
H 0.7518 3.7835 6.4932 -0.223 -1.019 -0.317
H -3.1155 -0.5737 5.5717 -0.080 -0.236 -0.317
H -1.8146 -1.4450 6.2132 0.696 -1.980 1.515
H -1.9922 -0.5415 3.4921 -0.009 -0.303 -0.067
H -3.5384 -2.3812 4.3898 -0.548 0.104 -0.003
H -2.1188 -3.3832 4.2482 -0.013 0.203 -0.086
H -1.9397 -4.5273 2.1579 -0.111 0.299 -0.253
H -1.9739 -4.3150 -0.3270 0.099 -0.633 -0.442
H -3.0632 -2.2867 -1.3913 0.203 -0.269 0.621
H -3.8263 -0.4797 0.0734 0.378 -0.193 0.408
H -0.8546 -0.0232 7.8136 -0.150 -0.158 0.156
C 4.5215 1.4369 0.3916 1.503 -0.307 0.223
C 3.1754 0.9839 0.8319 0.156 -0.040 -0.109
N 2.2388 0.6869 0.0087 0.128 0.143 0.666
N 2.4967 0.9019 -1.3027 -0.022 -0.018 -0.734
C 1.5821 0.3183 -2.0569 -0.264 -0.110 -0.906
O 0.6694 -0.4786 -1.7056 -0.007 0.118 -0.034
C 1.6202 0.6443 -3.5534 0.889 0.331 0.096
C 2.8043 1.0014 -4.2610 -1.284 -0.435 1.332
C 2.7425 1.2338 -5.6084 0.778 0.568 0.451
C 1.5386 1.2490 -6.2448 -1.125 -0.646 -0.463
C 0.3690 0.9185 -5.5980 -0.126 -0.125 0.444
C 0.4149 0.6017 -4.2408 0.232 0.046 -0.477
C 2.9107 0.8513 2.2847 0.075 0.064 -0.151
C 3.8349 1.3254 3.2413 -1.598 -1.467 0.071
C 3.5965 1.0825 4.5942 0.058 0.715 -0.162
C 2.3977 0.4971 4.9664 -0.160 -0.377 -1.039
C 1.5628 0.0404 3.9221 0.706 -0.129 0.141
N 1.7821 0.1953 2.6088 0.524 0.159 1.473
H 4.5824 1.5734 -0.6749 -0.348 0.087 -0.317
H 5.3503 0.7009 0.6222 -0.904 0.608 0.138
H 4.7806 2.3858 0.8647 0.128 0.027 0.050
H 3.7211 1.1224 -3.7166 0.282 -0.168 0.210
H 3.6407 1.5118 -6.1190 0.414 0.054 -0.394
H 1.4488 1.4166 -7.2830 0.253 0.405 -1.131
H -0.5619 0.9263 -6.1698 0.178 -0.054 0.383
H -0.4741 0.3471 -3.7041 -0.371 -0.127 0.281
H 4.7352 1.7394 2.9039 1.093 0.633 -0.260
H 4.3569 1.4148 5.3073 -0.401 -0.152 -0.004
H 2.0734 0.3299 5.9843 0.195 0.015 0.054
H 0.7484 -0.6057 4.1922 -0.674 0.109 -0.058
C 1.0624 5.1429 -4.8487 -1.780 1.165 0.599
C 0.0968 4.3921 -3.9883 -0.674 0.308 0.518
C -0.9289 3.6659 -4.5828 1.404 0.400 -1.897
C -1.9308 3.0606 -3.8962 -0.707 -0.427 1.707
C -2.9627 2.2917 -4.6679 -0.716 0.276 0.711
C -1.9483 3.1853 -2.4622 0.504 0.375 -0.650
C -0.9406 3.9350 -1.8387 -0.293 0.406 -0.610
C -0.9234 4.2402 -0.3711 -0.949 -1.887 0.270
C 0.0361 4.5584 -2.6202 1.186 -0.014 0.516
C -2.9706 2.4754 -1.5820 -0.946 -0.394 -2.096
O -4.1493 2.4249 -2.0192 0.350 0.296 0.427
O -2.4852 1.8918 -0.6101 0.162 -0.515 1.260
H 1.8049 5.6166 -4.2482 0.825 0.208 0.340
H 0.4645 5.9642 -5.3124 0.607 -0.473 -0.071
H 1.4669 4.5147 -5.5848 0.770 -0.727 -1.142
H -0.8222 3.5697 -5.6970 -0.504 -0.087 0.992
H -2.6119 2.0333 -5.6515 0.455 -0.678 -0.268
H -3.7967 2.9389 -4.8876 -0.501 0.518 0.113
H -3.4402 1.5019 -4.0726 0.496 -0.092 -0.385
H -1.9283 4.2291 0.0630 0.212 -0.008 -0.067
H -0.4714 5.1566 -0.1716 0.776 1.797 0.159
H -0.3444 3.5055 0.1958 -0.070 -0.090 -0.098
H 0.8601 5.1030 -2.0942 -0.800 -0.282 -0.498
C 1.1258 -4.6547 0.5386 -1.353 0.224 -0.469
Te 1.2792 -2.6368 -0.3266 0.357 0.057 0.928
C 0.2690 -3.4460 -1.9901 0.547 -0.994 -0.265
C 0.1645 -4.9639 -1.7498 0.083 0.652 0.450
C -0.5141 -5.7339 -2.6533 -0.263 -2.072 0.062
C -0.6693 -7.1380 -2.4589 0.409 1.070 -0.503
C -0.0304 -7.7442 -1.4021 -0.031 -0.507 0.634
C 0.6026 -6.9476 -0.4422 0.770 -0.649 0.911
C 0.6498 -5.5775 -0.5636 0.067 1.282 -0.416
H 0.3168 -4.5943 1.2875 0.224 0.017 -0.228
H 1.9680 -5.0272 1.0678 1.045 -0.227 0.235
H 0.8719 -3.2015 -2.9010 -0.799 -0.237 0.693
H -0.7332 -3.0323 -2.0341 0.044 0.249 -0.271
H -0.9249 -5.3030 -3.5373 -0.298 0.384 -0.491
H -1.2145 -7.7285 -3.1867 0.023 0.054 0.008
H -0.0610 -8.8371 -1.2703 -0.015 0.578 -0.096
H 1.1293 -7.3757 0.4542 -0.793 0.171 -0.968

# 3
171
Properties=species:S:1:pos:R:3:forces:R:3 method="wB97M-V/def2-TZVPD" max_force_ev_per_a=6.9 spin_multiplicity=1 e_lumo_ev=1.630 charge=-1 gap_ha=0.25025
C -0.4753 4.7994 3.1515 -1.050 -4.124 -4.936
C -0.7384 4.0271 2.1056 0.177 4.104 5.576
C -1.2365 3.0883 0.8960 1.207 1.166 -1.122
O -2.2104 3.5901 -0.0542 1.861 -0.834 1.097
B -3.5705 3.2026 0.4339 0.327 0.532 -0.096
C -4.0462 4.5643 1.2210 -1.758 0.800 0.993
C -5.0861 4.3341 2.4377 -0.045 1.579 0.485
C -4.4937 3.5188 3.7012 -0.843 -0.992 -0.809
C -4.6535 2.6455 -0.7045 1.602 0.698 -0.908
O -5.8227 2.1826 0.0389 -2.060 -0.852 -3.429
C -6.8476 1.6714 -0.8169 -2.666 -1.209 -0.913
C -6.7110 1.3564 -2.3535 -3.011 -0.719 1.210
C -7.9314 0.7413 -3.1904 -1.498 0.104 2.888
C -7.8252 0.3588 -4.7649 0.537 -0.489 1.013
C -9.3250 0.4384 -2.4961 3.705 1.794 2.633
C -9.4420 0.7613 -0.9577 3.265 0.715 -1.497
C -8.2584 1.3671 -0.1103 -0.589 -0.842 -2.907
C -8.5402 1.6110 1.4638 -0.167 -0.608 -0.324
C -8.6881 3.1710 1.8798 0.457 -0.358 0.692
C -7.4403 0.7885 2.3269 0.194 -0.545 -0.657
O -3.2670 1.9708 1.1908 1.923 -2.266 1.339
C -1.8718 1.6657 1.3963 -0.523 0.968 -0.653
C -1.6546 1.1836 2.9215 -0.378 -0.461 0.265
C -1.6688 -0.4445 3.0966 5.691 -0.546 1.746
O -0.6043 -1.0064 3.5347 -5.409 2.438 -2.019
I -3.3679 -1.7245 2.6297 0.500 0.806 0.118
C -1.1210 0.6100 0.4372 2.323 -2.927 -2.643
C -1.7704 -0.2120 -0.7345 2.738 -0.305 0.645
C -0.9523 -1.2142 -1.6279 2.394 1.820 2.816
C 0.6113 -1.3995 -1.3652 -2.098 2.304 2.303
C 1.3353 -0.5967 -0.1874 -4.283 0.342 -0.654
C 0.4530 0.4072 0.6754 -1.196 -1.966 -2.193
H -0.1883 5.3890 4.1062 -0.662 -1.402 -2.431
H -0.2852 3.0330 0.2285 -1.400 -0.467 1.473
H -3.1858 5.2298 1.6060 -1.132 -1.165 -0.565
H -4.6139 5.2151 0.4293 0.914 -0.922 1.301
H -5.3908 5.3920 2.8475 0.587 -2.196 -0.772
H -6.0518 3.8679 2.0260 1.557 0.509 0.747
H -4.9841 3.8473 4.6969 1.020 -0.312 -1.558
H -3.3432 3.5742 3.7099 -1.832 0.054 0.217
H -4.8191 2.4056 3.5540 0.920 1.802 0.369
H -4.8733 3.4764 -1.4759 -0.332 -1.283 1.045
H -4.1424 1.7821 -1.2780 -0.986 1.031 0.815
H -5.7317 1.5587 -2.9141 -1.726 -0.337 1.073
H -6.7803 -0.1320 -4.9380 -1.773 1.188 0.080
H -7.9961 1.2859 -5.4289 0.423 -1.545 1.004
H -8.5897 -0.4783 -5.0434 1.182 1.713 0.660
H -10.2391 -0.0162 -3.0164 1.741 0.791 0.604
H -10.4365 0.5249 -0.4303 1.804 0.502 -0.826
H -9.5692 1.1155 1.7102 1.814 0.750 -0.751
H -8.4391 3.8887 0.9982 -0.445 -1.274 1.718
H -9.7484 3.3624 2.3024 1.651 -0.186 -0.963
H -7.9617 3.3353 2.7793 -1.230 0.041 -1.770
H -7.1965 -0.1672 1.7034 -0.337 1.615 1.204
H -7.8376 0.4208 3.3516 0.581 0.894 -1.625
H -6.4500 1.3697 2.4446 -1.680 -0.869 -0.158
H -2.4946 1.5797 3.5987 1.157 -0.448 -1.287
H -0.6504 1.5525 3.3436 -1.453 -0.830 -0.683
H -2.8999 -0.0705 -0.9476 2.154 -0.261 0.516
H -1.4642 -1.8315 -2.4716 1.007 1.372 1.743
H 1.2292 -2.1123 -2.0235 -1.148 1.248 1.155
H 2.4731 -0.7502 0.0226 -2.576 0.406 -0.445
H 0.9563 1.0062 1.5369 -0.964 -1.223 -1.719
F -6.6318 7.0035 2.5091 -0.269 0.347 -0.044
C -6.1809 8.1728 2.9805 0.212 0.547 0.196
C -5.3724 8.9647 2.1782 0.045 -0.011 -0.168
C -4.9076 10.1826 2.6661 -0.223 -0.161 0.295
C -5.2479 10.5899 3.9551 0.026 0.046 -0.012
C -6.0562 9.7845 4.7538 0.118 -0.017 -0.323
C -6.5302 8.5717 4.2623 -0.075 -0.079 0.089
H -5.1115 8.6274 1.1815 -0.036 -0.052 0.092
H -4.2807 10.8133 2.0438 -0.063 -0.116 0.053
H -4.8811 11.5384 4.3367 -0.044 -0.121 -0.040
H -6.3168 10.1014 5.7589 0.006 -0.063 -0.121
H -7.1675 7.9364 4.8667 0.063 -0.011 -0.077
F 4.5151 -0.2652 -0.4090 0.034 -0.025 -0.224
C 5.3233 -0.0776 0.6462 0.615 0.157 0.777
C 6.2143 -1.0769 1.0084 -0.026 -0.130 -0.123
C 7.0559 -0.8804 2.0994 -0.201 0.315 0.017
C 6.9889 0.3095 2.8223 0.022 -0.049 0.005
C 6.0867 1.3042 2.4526 0.094 -0.309 -0.110
C 5.2530 1.1123 1.3550 -0.148 0.097 -0.098
H 6.2462 -1.9991 0.4390 -0.022 0.070 0.010
H 7.7624 -1.6528 2.3869 -0.090 0.063 -0.081
H 7.6428 0.4605 3.6763 -0.079 -0.007 -0.110
H 6.0331 2.2284 3.0192 -0.022 -0.104 -0.108
H 4.5510 1.8792 1.0477 0.007 -0.082 -0.001
F 3.1711 2.8124 -5.4149 0.384 0.107 -0.231
C 2.0926 2.6030 -4.6382 -0.962 -0.132 0.802
C 0.8442 3.0181 -5.0785 0.104 0.078 -0.116
C -0.2725 2.7970 -4.2765 0.293 -0.173 0.239
C -0.1263 2.1727 -3.0391 -0.134 0.064 -0.066
C 1.1328 1.7642 -2.6048 -0.079 0.235 -0.237
C 2.2479 1.9756 -3.4111 0.122 0.010 -0.083
H 0.7505 3.5096 -6.0401 0.040 -0.001 0.092
H -1.2550 3.1111 -4.6147 0.132 -0.008 0.029
H -0.9971 2.0044 -2.4122 0.145 0.072 -0.021
H 1.2456 1.2817 -1.6388 -0.053 0.162 -0.293
H 3.2341 1.6564 -3.0928 -0.025 0.038 -0.027
F 2.5222 -7.3801 -4.6511 -0.061 -0.178 -0.077
C 2.9788 -6.2052 -4.1906 0.297 0.798 0.324
C 3.7801 -5.4189 -5.0054 0.013 -0.078 -0.138
C 4.2497 -4.1978 -4.5299 -0.192 -0.142 0.298
C 3.9213 -3.7820 -3.2408 0.046 0.050 -0.020
C 3.1201 -4.5818 -2.4294 0.126 -0.012 -0.288
C 2.6413 -5.7978 -2.9086 -0.077 -0.132 0.040
H 4.0319 -5.7627 -6.0023 -0.056 -0.007 0.067
H 4.8709 -3.5713 -5.1621 -0.076 -0.102 0.056
H 4.2916 -2.8310 -2.8688 -0.069 -0.109 -0.038
H 2.8687 -4.2580 -1.4241 -0.016 -0.056 -0.126
H 2.0093 -6.4287 -2.2942 0.043 0.018 -0.066
F -12.7907 0.9457 -1.3778 -0.017 -0.001 0.077
C -13.3515 0.7997 -2.5861 -0.287 -0.070 -0.676
C -14.0300 1.8667 -3.1563 -0.011 0.131 0.076
C -14.6080 1.7165 -4.4135 0.149 -0.357 0.084
C -14.5101 0.4972 -5.0818 -0.031 0.032 -0.032
C -13.8307 -0.5691 -4.4977 -0.069 0.324 0.085
C -13.2431 -0.4159 -3.2453 0.067 -0.106 0.086
H -14.1028 2.8049 -2.6179 0.061 -0.081 -0.010
H -15.1345 2.5476 -4.8721 0.070 -0.083 0.091
H -14.9651 0.3794 -6.0609 0.066 0.011 0.124
H -13.7589 -1.5193 -5.0178 0.028 0.113 0.087
H -12.7029 -1.2324 -2.7796 -0.028 0.078 0.018
F 10.6328 -1.5562 1.5646 -0.035 0.167 0.040
C 10.8168 -2.8565 1.2931 0.118 -0.863 -0.172
C 10.8511 -3.7720 2.3345 -0.066 0.108 0.146
C 11.0367 -5.1223 2.0535 0.039 0.089 -0.342
C 11.1968 -5.5408 0.7335 -0.007 0.038 0.058
C 11.1656 -4.6126 -0.3046 -0.034 -0.005 0.309
C 10.9689 -3.2636 -0.0243 0.001 0.138 -0.102
H 10.7331 -3.4268 3.3556 0.032 0.000 -0.064
H 11.0574 -5.8476 2.8607 -0.006 0.230 -0.095
H 11.3461 -6.5943 0.5146 -0.007 0.134 -0.012
H 11.2945 -4.9399 -1.3315 -0.039 0.080 0.115
H 10.9329 -2.5287 -0.8203 0.005 -0.014 0.083
F 11.4156 -2.8138 5.8204 0.180 0.026 -0.143
C 10.3390 -3.0204 6.5934 -0.770 -0.146 0.544
C 9.0917 -2.6051 6.1500 0.043 0.045 -0.141
C 7.9734 -2.8240 6.9494 0.255 -0.130 0.201
C 8.1166 -3.4462 8.1882 -0.040 0.008 -0.003
C 9.3741 -3.8548 8.6257 -0.125 0.149 -0.288
C 10.4910 -3.6460 7.8218 0.168 -0.024 0.008
H 9.0008 -2.1152 5.1870 0.035 -0.033 0.047
H 6.9921 -2.5098 6.6084 0.144 -0.017 0.009
H 7.2443 -3.6127 8.8132 0.118 0.023 -0.087
H 9.4842 -4.3356 9.5927 0.019 0.047 -0.135
H 11.4759 -3.9655 8.1427 -0.043 0.049 -0.057
F -0.8170 2.2903 -10.3800 -0.143 0.105 -0.118
C 0.1026 1.5668 -9.7225 0.623 -0.463 0.470
C 0.7096 2.0988 -8.5944 -0.044 0.057 -0.029
C 1.6598 1.3467 -7.9093 -0.063 -0.236 -0.293
C 1.9997 0.0748 -8.3674 -0.003 0.018 -0.019
C 1.3875 -0.4476 -9.5042 -0.008 0.283 0.190
C 0.4295 0.3000 -10.1827 -0.092 -0.013 -0.149
H 0.4380 3.0931 -8.2583 -0.033 -0.074 -0.064
H 2.1346 1.7494 -7.0225 -0.078 -0.082 -0.255
H 2.7443 -0.5099 -7.8351 -0.106 0.080 -0.056
H 1.6566 -1.4367 -9.8616 -0.075 0.116 0.026
H -0.0635 -0.0943 -11.0640 0.010 0.068 0.048
F 10.6470 -7.1562 4.6621 -0.030 0.130 0.099
C 10.8307 -8.4575 4.3912 0.118 -0.892 -0.181
C 10.8649 -9.3720 5.4335 -0.024 0.083 0.139
C 11.0504 -10.7226 5.1526 0.020 0.167 -0.353
C 11.2104 -11.1420 3.8330 0.004 -0.036 0.033
C 11.1794 -10.2146 2.7945 -0.029 0.010 0.335
C 10.9829 -8.8655 3.0739 0.003 0.138 -0.054
H 10.7470 -9.0262 6.4542 -0.014 0.020 -0.089
H 11.0710 -11.4474 5.9602 0.000 0.123 -0.076
H 11.3594 -12.1955 3.6152 -0.023 0.143 0.023
H 11.3082 -10.5426 1.7678 -0.038 0.076 0.120
H 10.9472 -8.1314 2.2773 -0.010 -0.039 0.077